Entry from the OMol25 dataset: a cluster of 2 separate species, C4H13N2O in total (ωB97M-V/def2-TZVPD).

The geometry in XYZ format:
```
20
Properties=species:S:1:pos:R:3:forces:R:3
N 0.18770 1.13020 2.40113 -0.0641 -0.1740 -0.4348
C 1.58244 1.24890 2.23552 0.0394 0.1272 0.0676
O 2.05019 1.02836 0.84949 -0.2576 -0.1114 0.3517
H -0.37260 1.83021 1.93994 0.0315 0.1958 0.1523
H -0.19582 0.20739 2.24623 0.1172 -0.0071 0.1379
H 1.90144 2.25406 2.50732 -0.0281 -0.0603 0.0409
H 2.08718 0.51071 2.85472 -0.0008 0.0435 0.0747
H 2.88276 0.54833 0.91542 0.0448 0.0190 -0.2724
C -1.94252 -2.31189 -1.52196 0.1650 -0.0051 0.2935
C -0.87858 -1.26889 -1.64203 0.0970 -0.0623 -0.0073
C -0.87572 -0.12106 -0.99442 0.0270 0.1797 0.0122
N 0.24426 0.82993 -1.14296 0.0561 -0.4762 -0.1658
H -2.90035 -1.86633 -1.28658 -0.2189 0.0750 0.0089
H -2.02396 -2.88584 -2.43523 -0.0674 -0.0586 -0.1788
H -1.70773 -3.01460 -0.71447 0.0912 0.0794 -0.1445
H -0.04138 -1.47495 -2.30211 0.0545 -0.1291 -0.0304
H -1.65076 0.21659 -0.32662 -0.0531 0.0715 0.0848
H 0.87335 0.48936 -1.87180 -0.0104 0.0412 -0.0703
H -0.07108 1.75242 -1.43643 -0.0316 0.1284 0.1154
H 0.85117 0.89708 -0.27516 0.0083 0.1235 -0.0355
```
Positions in Å, forces in eV/Å.

## Properties
LUMO, eV: -3.082
Charge: +1
Spin multiplicity: 1
Energy above the lowest of the compared OMol25 structures with the same formula, charge and spin, kJ/mol: 192.3
Orbital gap, eV: 10.74


Entry from the OMol25 dataset: a structure of composition C4H13N2O at a distorted geometry (ωB97M-V/def2-TZVPD).

The geometry in XYZ format:
```
20
Properties=species:S:1:pos:R:3:forces:R:3
C 1.28954 0.89390 0.82466 1.4224 -1.6070 0.8489
C 0.01923 1.26315 0.10855 -1.4084 -0.2484 -1.9440
C 0.17779 0.94308 -1.44786 -0.5111 -0.7138 0.2645
C 0.95882 -1.13264 -2.46941 3.4414 -0.9120 -1.1167
N 0.96637 -0.32511 -1.53189 -0.3447 1.4067 2.0246
N 1.47912 -0.62355 0.88590 0.3884 -0.0006 -0.7006
H 2.21993 1.22416 0.31718 -0.7204 0.3828 0.1178
H 1.38601 1.13726 1.86046 -0.4799 1.2193 0.4819
H -0.12624 2.36549 0.13330 -0.2696 -0.8245 0.4900
H -0.93297 0.66405 0.45227 1.8877 1.3831 -0.2172
H 0.76138 1.63100 -2.02250 0.8117 0.9590 0.3288
H -0.77371 0.98014 -2.05804 0.6794 -0.7960 1.0323
H 0.63985 -0.75337 -3.40196 -1.3557 -0.5467 -1.2186
H 1.78592 -1.91653 -2.43206 -1.6800 0.4845 -0.1241
H 2.35152 -0.91291 1.44262 -2.4120 0.3264 -0.6746
H 1.62811 -0.55339 -0.47506 -1.6332 -0.7761 -0.0185
H 0.52723 -1.07601 1.03937 2.2025 0.2645 0.4238
H -4.68737 -1.97859 2.53996 -0.4330 0.8834 0.9132
H -4.67721 -0.46619 2.98157 -0.4491 -1.2329 0.2944
O -4.99331 -1.36394 3.25292 0.8635 0.3481 -1.2059
```
Positions in Å, forces in eV/Å.

## Properties
LUMO, eV: -3.906
Charge: +1
Spin multiplicity: 1
Energy above the lowest of the compared OMol25 structures with the same formula, charge and spin, kJ/mol: 356.5
Orbital gap, eV: 9.65